# 1
{"formula": "C6H7ClN2OS", "method": "ωB97M-V/def2-TZVPD", "symbols": ["C", "H", "C", "C", "H", "H", "Cl", "H", "C", "N", "H", "N", "O", "H", "C", "S", "H", "C"], "xyz": [[-2.0763, 1.0101, 0.5818], [4.1144, -0.7144, 0.1980], [-0.0986, 0.9767, -0.8640], [-1.3431, -0.9729, 0.3550], [-0.5261, -1.6984, 0.6952], [-0.3569, 1.6872, -1.6831], [1.8435, -0.5408, 1.5254], [1.6630, 0.8903, -1.8662], [1.2039, 0.5634, -1.0041], [-0.9794, 0.4626, 0.0128], [3.5614, -0.2270, -1.4636], [3.3965, -0.3668, -0.4816], [-2.5246, 2.0750, 0.6895], [-3.5069, -0.7956, 1.1372], [-2.4759, -0.3809, 1.1952], [-2.1240, -1.6537, -1.1371], [-1.9484, -0.3238, 2.2287], [2.1774, 0.0091, -0.1189]], "mulliken_charge": [0.29, 0.24, -0.04, -0.13, 0.23, 0.26, -0.15, 0.29, -0.69, 0.07, 0.22, -0.43, -0.52, 0.32, -0.57, -0.42, 0.20, 0.84], "e_lumo_ev": [-1.499, -2.028], "gap_ha": [0.201, 0.167], "e_tot_ha": -1275.8212}



# 2
{"formula": "H9O4S", "method": "ωB97M-V/def2-TZVPD", "symbols": ["H", "O", "H", "H", "O", "O", "H", "H", "H", "S", "H", "O", "H", "H"], "xyz": [[-1.4027, -0.2296, 0.2614], [3.1330, -2.8347, -0.7298], [2.9694, -2.7586, 0.2146], [0.7843, 1.2248, 0.3972], [-1.8853, -0.9554, -0.1789], [-3.7057, 1.2442, -1.8444], [3.1259, 2.2936, 2.8061], [-3.4900, 0.9489, -0.9536], [3.6469, -2.0585, -0.9691], [2.7013, 1.8113, 1.6255], [-4.1652, 0.4868, -2.2146], [-0.1533, 1.0154, 0.5174], [-1.1800, -1.5991, -0.2985], [-0.3785, 1.4109, 1.3669]], "mulliken_charge": [0.41, -0.63, 0.31, 0.25, -0.62, -0.63, 0.18, 0.31, 0.32, -0.21, 0.31, -0.61, 0.28, 0.32], "spin_multiplicity": 2, "e_lumo_ev": [0.177, -3.422], "gap_ha": [0.400, 0.265], "e_tot_ha": -704.4672}



# 3
{"formula": "C53H108N11O13", "method": "ωB97M-V/def2-TZVPD", "symbols": ["H", "H", "C", "C", "H", "H", "H", "H", "H", "C", "H", "H", "H", "C", "H", "C", "C", "H", "H", "H", "H", "O", "H", "O", "H", "C", "C", "H", "N", "H", "O", "H", "H", "H", "H", "H", "C", "C", "H", "H", "N", "C", "C", "H", "H", "H", "H", "C", "N", "H", "O", "C", "H", "H", "C", "C", "O", "H", "C", "H", "H", "O", "H", "O", "H", "C", "H", "H", "C", "C", "H", "H", "H", "C", "H", "C", "H", "C", "C", "C", "C", "H", "C", "H", "H", "H", "C", "N", "H", "H", "O", "H", "H", "H", "H", "H", "C", "H", "C", "H", "N", "H", "C", "H", "H", "N", "H", "H", "C", "H", "H", "H", "H", "H", "H", "C", "H", "C", "H", "C", "H", "N", "C", "H", "O", "N", "H", "H", "H", "H", "O", "C", "C", "C", "H", "O", "C", "H", "C", "H", "C", "O", "H", "H", "C", "O", "H", "H", "H", "N", "H", "C", "H", "C", "H", "H", "H", "H", "H", "H", "H", "C", "C", "H", "H", "H", "H", "H", "H", "C", "H", "C", "C", "C", "H", "N", "C", "H", "N", "H", "C", "H", "H", "H", "H"], "xyz": [[1.4710, 2.0518, 1.4020], [2.5377, -4.2291, 5.0916], [-4.1584, 5.3540, -3.0169], [-0.4243, -6.9207, 1.6300], [-2.2123, 5.3808, -4.0385], [-10.5918, -1.7495, -5.1804], [-8.4403, -1.4561, -4.1955], [-5.8564, 7.6884, -4.2100], [-9.8449, 1.5865, -3.2442], [-10.5397, -1.2419, -4.2129], [1.1001, -0.6609, 4.2364], [1.0098, -9.8581, 0.9605], [3.6300, -0.2881, -10.9621], [2.9896, -0.9282, 6.8435], [-0.2035, -1.7353, 2.6746], [3.0220, -2.2363, 6.4666], [4.3936, -2.9995, 1.7629], [-6.6183, 0.1698, -4.8320], [8.6999, 1.2725, -2.0873], [-1.7846, 0.6676, -1.3333], [0.2198, 0.5466, -0.2428], [2.3445, -2.4266, 0.5284], [2.5794, -1.6310, -1.6779], [3.7782, -1.7392, -9.3674], [5.1862, -8.0807, 2.9963], [-7.3242, 2.3862, -4.9904], [6.6103, 0.6967, -2.1531], [-0.1961, 3.6177, 5.8977], [-8.7932, 0.4812, -4.7472], [1.7021, 1.6908, 6.9778], [4.2135, 2.5704, 3.1598], [-0.0071, -8.0375, -0.1020], [5.1815, -6.7177, 1.9924], [-0.8439, -7.8536, 2.0317], [2.8394, -0.5185, -12.5018], [8.6554, -1.4370, 6.2325], [-10.8700, -2.3560, -3.0959], [-8.7517, 2.9061, -4.6817], [-11.3897, -0.5076, -4.2110], [-10.6182, 1.5389, -4.7425], [-1.8915, 5.9859, 3.4067], [-9.6069, 1.6690, -4.2813], [0.4743, -7.2135, 0.4599], [-2.0339, 0.0870, -3.0913], [-2.8228, 7.9136, 3.4169], [3.8348, -0.4551, -1.9607], [-0.8956, 1.4651, -2.7229], [1.7496, 1.1672, 6.0195], [2.2411, -2.2677, 5.3227], [-1.0533, 7.8482, 3.4433], [2.6364, -4.5256, 1.3107], [1.4606, 2.6410, -0.7379], [-5.4108, 3.5607, -1.2461], [2.4141, -0.5201, -3.0723], [3.7608, -2.6338, -10.1911], [-0.7185, 0.4553, 2.6991], [5.5548, 2.4636, 4.8847], [4.4973, -3.7170, 2.5914], [-4.4032, 1.1422, 0.6865], [-6.5555, 2.8981, -4.4767], [-3.3865, 1.2880, 0.4163], [0.1400, 0.7626, 3.5389], [-3.0106, 3.7653, -3.7859], [-1.3625, 1.2849, 2.0273], [0.9741, -1.1312, -0.4146], [1.8554, -9.1679, 1.1393], [4.6794, -4.5077, -10.7432], [7.6061, -1.7600, 3.6908], [5.1117, -7.7636, 1.9629], [2.0212, 1.7717, -1.8510], [0.7817, 1.2254, 5.5017], [2.4457, -3.3517, 3.5803], [0.3922, 2.4760, -0.6737], [6.8889, -0.9444, 5.4954], [4.5804, -0.6662, -12.4268], [-2.1173, 3.8243, 3.2238], [3.0281, 2.0344, -2.0803], [2.7890, 0.7785, 0.1213], [-1.3615, 0.5361, -2.3276], [6.1118, 4.1488, 3.2447], [0.7443, -0.2106, -0.9159], [-9.9714, -0.1234, -6.3436], [2.1784, 2.1461, 0.5554], [0.3134, -0.6921, -3.0824], [7.6288, 2.6291, -2.4155], [-4.5907, 0.1096, 0.6793], [0.4881, -3.8070, 4.3399], [7.8908, -0.7899, 6.3581], [-7.3963, 1.0119, -3.3639], [3.5882, -2.8539, -12.2155], [7.0993, -0.0544, -3.1549], [-8.2502, -0.5756, -6.4358], [7.7853, 2.0107, -0.7553], [-1.2320, 2.3270, 5.2773], [-9.1818, -0.4148, -2.8830], [-1.2850, 6.0841, 5.3570], [-1.2136, 3.3450, 5.6033], [-7.1000, 2.3981, -6.0843], [1.9869, -3.4871, 4.5637], [-6.3908, 6.5975, -2.8455], [-1.5924, 4.2105, 4.4513], [0.0486, -2.9870, 3.7579], [3.6589, -0.8048, -11.8835], [7.1354, 4.1154, 3.5529], [0.3752, -4.7389, 3.8167], [-4.3067, 6.6829, -3.2298], [0.1156, -6.4383, 2.4530], [0.7630, -6.3998, -0.1832], [2.7901, -0.6249, -2.0675], [7.4788, -2.9167, 4.9479], [-11.9303, -2.6429, -3.0733], [-2.5481, 5.1784, 1.5231], [7.8598, 0.4087, 8.0807], [-1.1391, -0.9948, 1.2261], [-5.6846, 8.1680, -2.4938], [-1.9427, 7.3992, 3.0639], [-8.6319, 1.0464, -6.7499], [-5.1895, 1.6764, -0.4303], [-1.6310, 3.0623, 7.6731], [-2.0494, 3.5467, 6.8089], [4.5490, -2.0265, 2.1875], [3.7360, -8.0402, 1.5484], [-5.6364, 7.3262, -3.1606], [5.7924, -8.3376, 1.3260], [-5.0763, 4.6125, -2.7187], [3.4739, -2.1984, -11.4655], [6.4771, -0.7537, -3.3792], [3.4578, -4.6263, -9.3841], [1.3713, 1.7332, -2.7018], [-10.1129, -3.1464, -3.2545], [5.5940, 0.5216, -1.6306], [3.0063, -3.2948, 1.1171], [4.2525, -3.9926, -9.8603], [-0.2105, -0.5628, -2.0958], [-3.6023, 7.3166, -3.5698], [-5.8594, 1.1207, -1.2286], [2.8913, -7.2040, 1.0813], [2.4426, -0.0636, 0.7749], [-2.7832, 4.7619, -3.3412], [3.0758, -6.1754, 1.0376], [-1.5437, 5.5159, 4.5314], [5.8849, -0.2813, 5.5581], [5.0930, -3.8828, -9.1334], [6.1265, -2.3716, 4.1263], [-2.2301, 4.9787, 2.5361], [-5.0349, 3.0412, -0.4572], [-8.8815, 3.5523, -3.8095], [3.4775, -0.4041, 7.6197], [-9.1728, 3.4566, -5.4978], [1.7241, -7.8099, 0.8398], [-2.1186, 2.7682, 2.8710], [5.1997, 2.9635, 3.7342], [-1.2446, -6.2555, 1.4000], [3.1471, -9.3079, 1.5875], [-10.6934, -1.9438, -2.1136], [1.6746, 3.6708, -0.9121], [-2.2055, 4.6370, 6.9454], [-1.9428, 7.5334, 1.9778], [5.8962, 4.4055, 2.2341], [-3.0332, 3.0911, 6.7077], [-4.6838, 1.6480, 1.6115], [8.1240, 0.4444, 7.0681], [7.7749, 1.7204, -1.7973], [3.6423, -10.1982, 1.8563], [9.2097, 0.5607, 7.1762], [5.1741, -3.2793, 1.0876], [5.0879, 1.7097, 5.0837], [-1.9401, -1.3297, 2.6996], [2.4595, 1.6988, 5.3047], [-9.1333, -0.6948, -3.9226], [-2.3231, 4.5178, -2.3486], [7.0115, -2.0516, 4.5455], [-0.9493, -1.0206, 2.3109], [-7.3432, 0.9588, -4.4752], [-0.7157, -1.4812, -1.8038], [2.1262, 0.4210, -1.2592], [1.7674, -1.0411, 5.0262], [5.8120, 4.9739, 3.8774], [2.1453, -0.2256, 6.0077], [-0.0135, -3.8679, 5.3312], [-8.9340, 0.2152, -6.1949], [3.8217, 0.8640, -0.0743], [2.9420, 2.8216, 0.8876], [3.5221, -3.1224, 6.8739], [7.6881, 1.2699, 6.4592]], "mulliken_charge": [-0.38, 0.41, 0.66, -0.82, 0.43, 0.36, 0.41, 0.32, 0.44, -0.40, -0.08, 0.40, 0.37, -0.80, -0.72, -0.28, -1.17, 0.38, 0.37, -0.12, -0.54, -0.69, 0.29, -0.66, 0.39, -0.70, 0.56, 0.33, 0.04, 0.41, -0.45, 0.32, 0.29, 0.40, 0.27, 0.26, -1.30, -0.56, 0.32, 0.41, 0.17, -0.77, -0.56, 0.47, 0.32, 0.08, 0.12, -0.29, 0.39, 0.39, -0.65, -0.70, 0.34, 0.43, 0.72, 0.35, -0.33, 0.31, -0.47, 0.39, -0.16, -0.51, 0.19, -0.69, 0.19, -0.22, 0.31, 0.38, -0.90, -0.89, -0.11, -0.23, 0.07, 0.70, 0.27, -0.10, 0.49, -0.21, -0.54, -1.22, 0.52, 0.35, 0.11, 0.23, 0.29, 0.36, -0.15, -0.19, 0.44, 0.23, -0.46, 0.37, 0.30, -0.07, 0.36, 0.55, -0.15, 0.29, -0.12, 0.25, 0.27, 0.16, -0.85, 0.39, -0.23, -0.23, -0.03, 0.41, -0.70, 0.49, 0.37, 0.71, 0.30, 0.16, 0.30, -0.88, 0.44, 0.61, 0.39, -1.20, 0.31, 0.18, -0.84, 0.32, -0.84, -0.28, 0.33, 0.24, 0.52, 0.35, -0.42, 0.16, -0.88, -0.83, 0.24, -0.60, -0.03, -0.28, -0.72, 0.45, -0.14, -0.53, 0.26, -0.06, -0.76, -0.33, 0.29, 0.55, 0.40, 0.17, 0.18, 0.78, 0.36, -0.63, 0.35, 0.63, 0.33, 0.33, 0.31, 0.33, 0.34, -0.88, -1.10, 0.48, 0.36, 0.63, 0.25, 0.40, 0.17, -0.67, 0.12, -1.06, -0.39, -0.39, 0.41, 0.79, 0.37, 0.34, 0.30, 0.40, -0.95, 0.62, 0.49, 0.47, 0.22], "e_lumo_ev": -4.279, "gap_ha": 0.303, "total_charge": 3, "e_tot_ha": -3663.9601}



# 4
{"formula": "C2H3N3S2", "method": "ωB97M-V/def2-TZVPD", "symbols": ["N", "N", "N", "S", "C", "H", "C", "H", "S", "H"], "xyz": [[-0.5319, -0.5728, 3.0940], [-0.1904, 1.2898, 0.3216], [0.1248, -1.0958, -0.1338], [-0.3621, -1.3155, -1.7747], [-0.4120, -0.2771, 1.9827], [0.3325, -1.9546, 0.3841], [-0.1348, 0.0189, 0.6077], [0.1527, 3.1895, -0.8459], [0.1904, 1.8759, -1.2369], [0.8310, -1.1582, -2.3988]], "mulliken_charge": [-0.39, -0.41, -0.38, -0.14, 0.14, 0.29, 0.70, 0.17, -0.15, 0.16], "e_lumo_ev": 0.047, "gap_ha": 0.330, "e_tot_ha": -1038.5918, "smiles": "N#C/C(=N/S)NS"}



Values for energy above the lowest of the compared OMol25 structures with the same formula, charge and spin, eV, ordered as above
2.692; 0.446; 0.000; 1.246